<P>
Here is C2H6N2O in the gas phase from OMol25. Energies are from ωB97M-V with the def2-TZVPD basis set.

Values from the calculation:
Multiplicity = 1
HOMO = -9.3 eV
Structure (SMILES) = N/N=C\CO
Frontier orbital gap = 0.372 hartree

XYZ file:
```
11
C2H6N2O ωB97M-V with the def2-TZVPD basis set
C -0.35 -0.12 0.89
C -0.46 0.80 -0.27
H 2.06 -1.85 -0.02
H 1.80 -0.43 -0.58
H -0.97 -0.12 1.76
H 0.20 1.71 -0.08
H -0.02 0.28 -1.25
H -2.33 0.63 -0.80
N 1.29 -1.23 -0.28
N 0.55 -1.04 0.88
O -1.77 1.37 -0.26
```

***

<Q>
Here is C2H6N2O in the gas phase from OMol25. Energies are from ωB97M-V with the def2-TZVPD basis set.

Values from the calculation:
Multiplicity = 1
HOMO = -9.1 eV
Structure (SMILES) = N/N=C\CO
Frontier orbital gap = 0.369 hartree

XYZ file:
```
11
C2H6N2O ωB97M-V with the def2-TZVPD basis set
C 0.49 -0.44 -0.62
C -0.92 -0.32 -0.06
H 2.14 1.24 1.33
H 0.74 0.39 1.67
H 0.54 -1.11 -1.46
H -1.10 -0.93 0.80
H -0.96 0.71 0.33
H -1.83 0.03 -1.71
N 1.22 0.91 0.98
N 1.53 0.21 -0.19
O -1.84 -0.68 -1.08
```

***

What is the stability order? It is <Q>, <P>, from most stable to least stable.

***

<P>
Here is C2H6N2O in the gas phase from OMol25. Energies are from ωB97M-V with the def2-TZVPD basis set.

Values from the calculation:
Multiplicity = 1
HOMO = -9.1 eV
Structure (SMILES) = [H]/N=C(\C)NO
Frontier orbital gap = 0.367 hartree

XYZ file:
```
11
C2H6N2O ωB97M-V with the def2-TZVPD basis set
C 1.28 0.26 0.63
C -0.12 0.05 0.14
H 1.38 -0.19 1.68
H 2.03 -0.07 -0.15
H 1.26 1.38 0.74
H -0.69 -0.22 1.91
H -0.02 0.58 -1.89
H -1.97 -1.11 -1.43
N -1.00 -0.37 0.95
N -0.41 -0.12 -1.17
O -1.74 -0.18 -1.41
```

***

<Q>
Here is C2H6N2O in the gas phase from OMol25. Energies are from ωB97M-V with the def2-TZVPD basis set.

Values from the calculation:
Multiplicity = 1
HOMO = -9.7 eV
Structure (SMILES) = NC/C=N\O
Frontier orbital gap = 0.388 hartree

XYZ file:
```
11
C2H6N2O ωB97M-V with the def2-TZVPD basis set
C -0.60 0.22 0.46
C 0.51 0.91 -0.17
H -1.78 -0.44 -1.25
H -0.49 -1.17 -0.79
H -1.17 1.08 0.98
H -0.17 -0.45 1.15
H 0.42 2.07 -0.36
H 1.31 -1.00 0.93
N -1.31 -0.67 -0.43
N 1.55 0.36 -0.56
O 1.73 -0.91 0.05
```

***

<R>
Here is C2H6N2O in the gas phase from OMol25. Energies are from ωB97M-V with the def2-TZVPD basis set.

Values from the calculation:
Multiplicity = 1
HOMO = -9.0 eV
Structure (SMILES) = N/N=C\CO
Frontier orbital gap = 0.364 hartree

XYZ file:
```
11
C2H6N2O ωB97M-V with the def2-TZVPD basis set
C 0.00 -0.76 -0.11
C 0.81 0.39 0.03
H -2.99 0.13 -0.35
H -1.59 1.01 -0.43
H 0.79 -1.67 -0.30
H 0.91 1.33 -0.74
H 0.56 0.88 0.93
H 2.53 -0.41 0.84
N -1.98 0.22 0.12
N -1.24 -0.90 0.07
O 2.20 -0.22 -0.07
```

***

What is the stability order? It is <P>, <R>, <Q>, from most stable to least stable.

***

<P>
Here is 2 unconnected molecules or ions with the total composition C2H6N2O from OMol25. Energies are from ωB97M-V with the def2-TZVPD basis set.

Values from the calculation:
Multiplicity = 1
HOMO (alpha / beta) = -7.6 / -8.0 eV
Frontier orbital gap (alpha / beta) = 0.257 / 0.290 hartree

XYZ file:
```
11
C2H6N2O ωB97M-V with the def2-TZVPD basis set
C -1.67 0.18 0.63
C -0.78 0.09 -0.57
N 3.21 -0.34 0.05
N 2.02 -0.15 -0.23
O 0.99 -0.68 0.20
H -2.06 1.22 0.79
H -2.53 -0.40 0.32
H -1.28 -0.31 1.45
H -0.56 0.95 -1.14
H -1.17 -0.85 -1.11
H 3.83 0.28 -0.38
```

***

<Q>
Here is C2H6N2O in the gas phase from OMol25. Energies are from ωB97M-V with the def2-TZVPD basis set.

Values from the calculation:
Multiplicity = 1
HOMO = -9.9 eV
Structure (SMILES) = CNNC=O
Frontier orbital gap = 0.399 hartree

XYZ file:
```
11
C2H6N2O ωB97M-V with the def2-TZVPD basis set
C -0.71 0.85 -1.17
C 0.94 -0.51 1.65
H 0.02 0.67 -2.01
H -1.74 0.84 -1.60
H -0.43 1.79 -0.66
H -1.21 -0.99 -0.43
H 1.22 -0.93 -0.39
H 0.07 -0.16 2.29
N -0.72 -0.17 -0.10
N 0.60 -0.50 0.30
O 1.97 -0.90 2.13
```

***

What is the stability order? It is <Q>, <P>, from most stable to least stable.

***

<P>
Here is 2 unconnected molecules or ions with the total composition C2H6N2O from OMol25. Energies are from ωB97M-V with the def2-TZVPD basis set.

Values from the calculation:
Multiplicity = 1
HOMO = -9.4 eV
Structure (SMILES) = [H]/N=N/[H].C1CO1
Frontier orbital gap = 0.371 hartree

XYZ file:
```
11
C2H6N2O ωB97M-V with the def2-TZVPD basis set
C -0.69 -1.75 -0.18
C 0.06 -0.85 -1.09
N 0.26 2.63 0.50
N 0.88 2.15 1.46
O 0.70 -1.60 -0.04
H -1.25 -1.45 0.72
H -1.18 -2.78 -0.44
H 0.12 -1.17 -2.12
H -0.06 0.10 -0.81
H 0.68 2.34 -0.38
H 0.49 2.40 2.37
```

***

<Q>
Here is C2H6N2O in the gas phase from OMol25. Energies are from ωB97M-V with the def2-TZVPD basis set.

Values from the calculation:
Multiplicity = 1
HOMO = -9.4 eV
Structure (SMILES) = CN(N)C=O
Frontier orbital gap = 0.372 hartree

XYZ file:
```
11
C2H6N2O ωB97M-V with the def2-TZVPD basis set
C -1.15 -0.12 0.28
C 0.97 1.18 0.37
H -1.85 -0.20 -0.59
H -1.10 -1.12 0.88
H -1.48 0.67 0.95
H 0.11 -1.19 -1.68
H 1.03 -1.69 -0.29
H 0.28 1.81 0.95
N 0.22 0.13 -0.13
N 0.83 -0.89 -0.94
O 2.14 1.43 0.20
```

***

What is the stability order? It is <Q>, <P>, from most stable to least stable.

***

<P>
Here is C4H7Cl in the gas phase from OMol25. Energies are from ωB97M-V with the def2-TZVPD basis set.

Values from the calculation:
Multiplicity = 1
HOMO = -10.0 eV
Structure (SMILES) = CC1(Cl)CC1
Frontier orbital gap = 0.406 hartree

XYZ file:
```
12
C4H7Cl ωB97M-V with the def2-TZVPD basis set
C 0.18 1.09 0.78
C 0.10 1.18 -0.78
C 0.74 0.03 -0.07
C 0.19 -1.51 0.05
Cl 2.50 -0.06 -0.14
H 0.70 1.81 1.34
H -0.74 0.78 1.10
H -0.77 0.87 -1.30
H 0.62 1.96 -1.26
H 1.00 -2.23 0.36
H -0.24 -1.87 -0.96
H -0.60 -1.62 0.83
```

***

<Q>
Here is C4H7Cl in the gas phase from OMol25. Energies are from ωB97M-V with the def2-TZVPD basis set.

Values from the calculation:
Multiplicity = 1
HOMO = -10.0 eV
Structure (SMILES) = CC1(Cl)CC1
Frontier orbital gap = 0.407 hartree

XYZ file:
```
12
C4H7Cl ωB97M-V with the def2-TZVPD basis set
C 0.25 1.59 -0.03
C 0.27 0.12 -0.02
C 1.25 -0.66 -0.70
C 1.20 -0.60 0.76
H -0.61 1.84 -0.69
H 1.30 1.94 -0.43
H 0.16 2.06 0.91
H 1.01 -1.71 -1.03
H 2.09 -0.06 -1.24
H 1.75 0.08 1.45
H 0.67 -1.42 1.05
Cl -1.43 -0.32 -0.01
```

***

<R>
Here is a molecular structure, C4H7Cl from OMol25. Energies are from ωB97M-V with the def2-TZVPD basis set.

Values from the calculation:
Multiplicity = 1
HOMO = -9.2 eV
Frontier orbital gap = 0.364 hartree

XYZ file:
```
12
C4H7Cl ωB97M-V with the def2-TZVPD basis set
C -0.21 1.52 -0.02
C 0.18 -0.02 0.09
C -1.20 -1.01 0.05
C 1.38 -0.60 -0.09
H -1.21 1.57 -0.69
H -0.19 1.86 1.16
H 0.54 2.24 -0.37
H -0.61 -1.93 -0.79
H -1.44 -1.51 1.35
H -2.10 -0.32 -0.55
H 1.78 -1.76 -0.17
Cl 3.08 -0.02 0.04
```

***

What is the stability order? It is <P>, <Q>, <R>, from most stable to least stable.

***

<P>
Here is 2 unconnected molecules or ions with the total composition C5H13NO from OMol25. Energies are from ωB97M-V with the def2-TZVPD basis set.

Values from the calculation:
Multiplicity = 1
HOMO = -9.9 eV
Structure (SMILES) = CCC(N)=O.CC
Frontier orbital gap = 0.393 hartree

XYZ file:
```
20
C5H13NO ωB97M-V with the def2-TZVPD basis set
C 2.52 -0.09 -0.35
C 3.85 -0.81 -0.24
H 1.69 -0.65 0.07
H 2.42 0.92 0.04
H 2.30 0.02 -1.42
H 4.18 -1.07 0.77
H 3.76 -1.75 -0.80
H 4.65 -0.29 -0.76
C -1.30 0.61 0.03
C -2.08 1.57 0.90
C -1.97 -0.57 -0.65
O -1.44 -1.31 -1.43
N -3.16 -0.95 -0.02
H -0.58 1.07 -0.65
H -0.64 0.08 0.74
H -2.53 1.02 1.74
H -2.95 2.04 0.43
H -3.58 -1.83 -0.30
H -3.71 -0.32 0.52
H -1.44 2.30 1.39
```

***

<Q>
Here is 2 unconnected molecules or ions with the total composition C5H13NO from OMol25. Energies are from ωB97M-V with the def2-TZVPD basis set.

Values from the calculation:
Multiplicity = 1
HOMO = -8.1 eV
Structure (SMILES) = CC/C=C(/C)N.O
Frontier orbital gap = 0.325 hartree

XYZ file:
```
20
C5H13NO ωB97M-V with the def2-TZVPD basis set
C 1.74 0.25 -0.59
C 0.92 -0.12 0.63
N -1.74 -0.61 1.77
C -1.02 -1.61 1.08
C 0.13 -1.37 0.45
C -1.74 -2.93 0.98
H 2.71 -0.25 -0.60
H 1.31 -0.05 -1.55
H 2.01 1.28 -0.88
H 0.26 0.70 0.87
H 1.55 -0.12 1.53
H -2.40 -1.02 2.40
H -1.14 0.05 2.24
H 0.61 -2.30 0.14
H -1.29 -3.71 1.57
H -2.73 -2.86 1.43
H -1.87 -3.20 -0.05
H 0.68 5.90 -3.06
H 1.28 5.67 -4.42
O 0.74 6.30 -3.93
```

***

<R>
Here is C5H13NO in the gas phase from OMol25. Energies are from ωB97M-V with the def2-TZVPD basis set.

Values from the calculation:
Multiplicity = 1
HOMO = -8.6 eV
Structure (SMILES) = CC(C)CNCO
Frontier orbital gap = 0.347 hartree

XYZ file:
```
20
C5H13NO ωB97M-V with the def2-TZVPD basis set
C -0.90 -0.39 0.40
C 0.36 0.27 0.86
C 0.31 0.95 2.21
C 1.64 -0.66 0.78
N -0.85 -0.69 -1.09
C -0.54 -0.27 -2.43
O -0.51 1.16 -2.66
H -1.75 0.28 0.58
H -1.01 -1.37 0.85
H 0.66 1.02 0.10
H 1.23 1.41 2.58
H -0.56 1.63 2.24
H -0.02 0.20 2.96
H 1.69 -1.21 1.72
H 1.50 -1.30 -0.11
H 2.57 -0.10 0.61
H -1.74 -1.18 -1.15
H 0.56 -0.42 -2.50
H -1.21 -0.74 -3.13
H -1.43 1.40 -2.81
```

***

<S>
Here is C5H13NO in the gas phase from OMol25. Energies are from ωB97M-V with the def2-TZVPD basis set.

Values from the calculation:
Multiplicity = 1
HOMO = -8.8 eV
Structure (SMILES) = CC[C@H](C)NCO
Frontier orbital gap = 0.357 hartree

XYZ file:
```
20
C5H13NO ωB97M-V with the def2-TZVPD basis set
C 0.64 -0.36 -2.08
C 0.37 -0.11 -0.60
C -0.72 0.95 -0.45
C -0.22 2.38 -0.70
N 0.00 -1.37 0.08
C -0.46 -1.24 1.48
O 0.27 -0.39 2.32
H -0.31 -0.35 -2.62
H 1.12 -1.33 -2.24
H 1.15 0.50 -2.51
H 1.32 0.16 -0.10
H -1.54 0.78 -1.16
H -1.18 0.96 0.53
H 0.61 2.64 -0.03
H -1.03 3.10 -0.58
H 0.03 2.45 -1.77
H 0.57 -2.20 0.14
H -1.45 -0.77 1.39
H -0.57 -2.25 1.88
H 1.11 -0.81 2.49
```

***

What is the stability order? It is <P>, <S>, <Q>, <R>, from most stable to least stable.